Below is 2 unconnected molecules or ions with the total composition C3H10SSi, with properties calculated with the ωB97M-V functional and the def2-TZVPD basis.

Each line ends with the natural charge from an NBO analysis.
CARTESIAN COORDINATES (ANGSTROEM)
C1 1.15388 1.87633 -1.58057  -0.50
C2 -1.78949 0.11327 0.56017  -1.08
C3 1.10393 -0.92460 0.20171  -0.83
Si1 -0.80632 -1.43180 0.02927  1.05
S1 1.91800 -0.62454 1.67341  0.12
H1 0.29501 1.28575 -1.18168  0.15
H2 1.95016 2.14107 -0.75982  0.18
H3 1.32942 1.65928 -2.57009  0.16
H4 -2.82320 0.03556 0.72866  0.24
H5 -1.40836 0.30129 1.55034  0.23
H6 -1.47158 1.01327 -0.09099  0.24
H7 1.70511 -0.66112 -0.68033  0.22
H8 -1.13313 -2.33239 1.19548  -0.16
H9 -0.86599 -1.91715 -1.53530  -0.13
H10 0.84258 -0.53422 2.45974  0.11

Atomic forces in eV per Å
C -0.1 -0.4 4.4
C 2.2 1.0 -1.7
C -1.6 -0.4 -0.8
Si 1.8 0.8 -0.6
S 0.0 0.1 0.0
H 0.7 0.9 -0.2
H -1.6 -0.4 -2.2
H 1.0 0.0 -2.1
H -1.5 -0.1 -0.4
H 0.5 0.2 0.5
H -0.9 -1.3 1.1
H -0.2 -0.4 0.4
H 0.2 -0.3 -0.8
H -0.3 0.4 2.1
H -0.1 -0.1 0.2

Calculated values
* HOMO energy (alpha / beta): -9.07 / -7.35 eV
* energy relative to the best compared isomer or geometry (same formula, charge and spin): 3.9036 eV
* total energy: -21981.3852 eV
* F_max: 0.0861 Eh/bohr
* lowest unoccupied orbital energy (alpha / beta): 0.0 / 0.0 eV
* frontier orbital gap (alpha / beta): 0.3332 / 0.2693 hartree


Below is a gas-phase ion, C6H12N6 (charge +2), with properties calculated with the ωB97M-V functional and the def2-TZVPD basis.

Each line ends with the natural charge from an NBO analysis.
CARTESIAN COORDINATES (ANGSTROEM)
C1 0.46008 2.69947 2.38601  0.18
C2 -0.49384 -0.16825 1.01706  0.56
C3 -1.70748 -1.14233 0.94638  -0.50
C4 -1.61410 -1.61818 -0.55626  -0.41
C5 1.22249 0.47773 -0.51898  0.42
C6 -0.11122 -1.57515 -0.82847  0.11
N1 0.41576 1.38075 2.62137  0.10
N2 -0.15526 0.60683 1.95464  -0.06
N3 0.59185 3.16690 1.20094  -0.58
N4 0.36550 -0.38512 -0.04707  -0.36
N5 1.89883 0.37280 -1.63074  -0.60
N6 0.23538 -1.47992 -2.21609  -0.87
H1 0.63699 3.34438 3.31243  0.24
H2 -1.50472 -2.11537 1.55262  0.31
H3 -2.76814 -0.89079 1.22950  0.32
H4 -2.05586 -2.51466 -0.84723  0.27
H5 -2.07587 -0.92673 -1.24790  0.22
H6 0.82589 4.14429 1.22084  0.40
H7 1.36706 1.24116 0.19144  0.25
H8 0.30643 -2.49761 -0.28828  0.25
H9 1.71545 -0.04924 -2.47832  0.47
H10 2.41997 1.28835 -1.70687  0.44
H11 0.51396 -2.39835 -2.58057  0.44
H12 -0.48915 -0.96097 -2.68643  0.40

Atomic forces in eV per Å
C 2.8 4.9 1.6
C -0.5 -2.1 -0.7
C 0.0 -2.1 -0.7
C 1.1 2.6 0.9
C 1.1 -0.9 -0.9
C -0.4 -2.2 0.1
N 0.4 1.4 1.7
N -2.8 -2.8 -0.6
N -0.2 -1.8 0.3
N -2.8 -2.2 -0.7
N 1.5 5.5 3.2
N 0.4 -0.8 1.1
H -0.4 -1.1 -1.1
H 0.1 1.8 -0.5
H 1.5 0.7 0.1
H -0.5 -1.9 0.3
H -0.3 0.8 0.1
H -0.5 0.7 0.0
H 0.8 1.6 0.1
H 0.1 1.3 -1.0
H -0.8 -2.1 -1.6
H -0.1 -1.5 -0.4
H -0.5 0.8 -0.3
H -0.2 -0.6 -0.8

Calculated values
* net charge: +2
* HOMO energy (alpha / beta): -16.97 / -17.96 eV
* 2S+1: 3
* energy relative to the best compared isomer or geometry (same formula, charge and spin): 0.6554 eV
* total energy: -15334.6539 eV
* F_max: 0.1278 Eh/bohr
* lowest unoccupied orbital energy (alpha / beta): -8.7 / -12.0 eV
* frontier orbital gap (alpha / beta): 0.3039 / 0.2186 hartree


Below is a molecular structure, C23H28BrFN2V, with properties calculated with the ωB97M-V functional and the def2-TZVPD basis.

Each line ends with the natural charge from an NBO analysis.
CARTESIAN COORDINATES (ANGSTROEM)
V1 -0.03684 0.58621 0.42799  1.11
C1 -2.52452 0.59709 -2.06862  -0.41
N1 -1.62179 1.49920 -1.36188  -0.44
C2 -2.41678 2.55331 -0.73895  -0.41
C3 -0.64401 2.08251 -2.27984  -0.23
C4 0.37630 1.04876 -2.76057  -0.22
N2 1.23849 0.55465 -1.67664  -0.49
C5 1.61291 -0.83205 -1.94297  -0.41
C6 2.45963 1.35766 -1.62666  -0.41
H1 -2.98501 1.09425 -2.93606  0.18
H2 -3.31607 0.27216 -1.39480  0.22
H3 -2.00093 -0.29121 -2.41682  0.21
H4 -3.01280 3.10118 -1.48501  0.17
H5 -1.76999 3.25967 -0.21754  0.23
H6 -3.09792 2.10773 -0.01133  0.22
H7 -0.12337 2.89233 -1.75912  0.23
H8 -1.14685 2.51587 -3.16397  0.18
H9 0.99220 1.50117 -3.55280  0.20
H10 -0.15837 0.20472 -3.20393  0.21
H11 2.03882 -0.95032 -2.95013  0.18
H12 0.74287 -1.47971 -1.85171  0.22
H13 2.35764 -1.15473 -1.21830  0.22
H14 3.07374 1.19231 -2.52244  0.18
H15 3.04203 1.08914 -0.74615  0.22
H16 2.21937 2.41602 -1.56173  0.23
Br1 0.88812 2.77014 0.96191  -0.47
C7 -1.41341 0.76204 1.80554  -0.34
C8 -2.03721 1.39599 2.83297  -0.25
C9 -3.18442 0.78679 3.38280  -0.19
C10 -3.66821 -0.39658 2.89256  -0.22
C11 -3.03277 -1.06392 1.81969  -0.06
C12 -3.41788 -2.30746 1.27066  -0.21
C13 -2.68550 -2.90056 0.27931  -0.20
C14 -1.50752 -2.30005 -0.22051  -0.27
C15 -1.11840 -1.09059 0.27201  -0.43
C16 -1.86814 -0.45949 1.28246  -0.11
H17 -1.67803 2.33483 3.23613  0.22
H18 -3.67041 1.26300 4.22309  0.21
H19 -4.54288 -0.84440 3.34348  0.21
H20 -4.29444 -2.79893 1.66647  0.21
H21 -2.99057 -3.85595 -0.12865  0.21
H22 -0.93597 -2.83446 -0.96910  0.20
F1 6.12391 -1.95548 0.03188  -0.32
C17 4.90761 -1.59185 0.50665  0.43
C18 4.71301 -0.28725 0.92698  -0.29
C19 3.47633 0.07633 1.41985  -0.14
C20 2.41439 -0.84036 1.46905  -0.09
C21 1.11035 -0.45037 1.97579  -0.45
C22 2.66340 -2.15560 1.04858  -0.14
C23 3.89933 -2.53918 0.56715  -0.29
H23 5.52694 0.41913 0.87215  0.24
H24 3.31979 1.08433 1.77885  0.25
H25 1.19993 0.30448 2.75831  0.23
H26 0.54514 -1.30987 2.34520  0.22
H27 1.86247 -2.87829 1.11528  0.23
H28 4.09630 -3.55436 0.25346  0.24

Atomic forces in eV per Å
V -0.8 1.1 -2.2
C 0.0 -0.3 0.0
N 0.6 0.1 0.4
C -0.2 0.3 0.2
C 0.4 0.0 -0.3
C -0.5 0.3 -0.1
N 0.0 0.0 0.2
C 0.1 -0.3 -0.1
C 0.3 0.2 0.0
H 0.0 0.1 0.1
H 0.1 -0.1 0.0
H 0.0 0.0 0.1
H 0.0 0.0 0.0
H 0.0 -0.1 0.0
H 0.1 0.0 0.0
H -0.1 -0.1 0.0
H 0.0 0.0 0.1
H -0.1 -0.1 0.1
H 0.1 0.0 0.0
H 0.0 0.1 0.0
H -0.1 0.0 0.0
H 0.0 0.0 -0.1
H 0.0 -0.1 0.0
H -0.1 0.1 -0.1
H 0.0 0.0 0.1
Br 0.6 0.9 0.1
C 0.6 0.7 0.3
C -0.2 -0.3 0.0
C 0.0 0.1 0.1
C -0.2 -0.1 0.1
C 0.2 0.2 -0.2
C -0.3 -0.1 0.1
C 0.0 -0.1 -0.1
C -0.4 0.0 0.3
C 1.2 -0.9 -1.1
C -1.5 -0.6 0.8
H 0.1 0.0 -0.1
H -0.2 0.0 0.0
H -0.1 -0.1 0.0
H -0.1 -0.1 0.0
H -0.1 -0.1 0.1
H 0.1 0.0 -0.1
F -0.5 0.2 0.2
C 0.3 -0.1 -0.2
C 0.1 0.0 0.1
C 0.2 0.1 0.0
C -0.5 0.2 -0.1
C 1.8 -1.6 2.3
C 0.0 -0.2 -0.1
C 0.0 -0.1 0.1
H 0.1 0.0 0.0
H -0.1 0.1 -0.1
H -0.4 0.4 -0.5
H -0.2 0.3 -0.4
H -0.1 -0.1 -0.1
H 0.0 0.0 0.0

Calculated values
* HOMO energy (alpha / beta): -7.32 / -7.56 eV
* 2S+1: 4
* total energy: -125731.1128 eV
* F_max: 0.0646 Eh/bohr
* lowest unoccupied orbital energy (alpha / beta): 0.6 / -2.3 eV
* frontier orbital gap (alpha / beta): 0.2914 / 0.1932 hartree